(one)
DFT (ωB97M-V/def2-TZVPD) results for a 2-piece molecular cluster, C2H8OS overall.

Geometry as ORCA input:
```
! wB97M-V def2-TZVPD RIJCOSX def2/J DEFGRID3
* xyz 0 1
C -1.003 0.367 -0.194
C -0.467 -0.583 -1.255
O -1.476 -0.743 -2.244
H -1.198 1.336 -0.638
H -0.299 0.468 0.619
H -1.943 -0.019 0.203
H 0.422 -0.105 -1.678
H -0.258 -1.525 -0.746
H -1.100 -1.257 -2.970
S 2.663 0.764 2.387
H 1.513 1.072 3.004
H 3.147 0.225 3.513
*
```

Its SMILES is CCO.S. The calculation puts the HOMO-LUMO gap at 0.394 hartree.

(two)
DFT (ωB97M-V/def2-TZVPD) results for a 2-piece molecular cluster, C2H8OS overall.

Geometry as ORCA input:
```
! wB97M-V def2-TZVPD RIJCOSX def2/J DEFGRID3
* xyz 0 1
C 1.117 0.320 -0.254
S 0.395 0.105 -1.891
C -1.238 -0.529 -1.465
H 2.214 0.281 -0.361
H 0.803 -0.476 0.443
H 0.840 1.296 0.179
H -1.920 0.213 -1.017
H -1.183 -1.405 -0.796
H -1.655 -0.852 -2.433
O 0.258 -0.046 2.482
H -0.560 0.429 2.752
H 0.928 0.665 2.361
*
```

Its SMILES is CSC.O. The calculation puts the HOMO-LUMO gap at 0.334 hartree.

We find (two) to be the most stable, with the next structure 11.9 kJ/mol higher.

(one)
DFT (ωB97M-V/def2-TZVPD) results for a single C5H6Si molecule.

Geometry as ORCA input:
```
! wB97M-V def2-TZVPD RIJCOSX def2/J DEFGRID3
* xyz 0 1
C -2.234 0.982 -0.176
C -1.593 0.048 0.210
C -0.577 -0.905 0.546
C 0.361 -0.617 -0.741
Si 1.556 0.747 -0.200
C 0.834 -0.703 0.867
H -2.410 1.803 -0.774
H -0.961 -1.914 0.811
H 0.154 -1.369 -1.558
H 0.740 1.847 -0.509
H 2.839 1.592 0.113
H 1.293 -1.511 1.409
*
```

Its SMILES is C#C[C@H]1[C@H]2[SiH2][C@@H]12. The calculation puts the HOMO-LUMO gap at 0.282 hartree.

(two)
DFT (ωB97M-V/def2-TZVPD) results for C5H6Si as an isolated structure.

Geometry as ORCA input:
```
! wB97M-V def2-TZVPD RIJCOSX def2/J DEFGRID3
* xyz 0 1
C 2.850 1.250 -0.204
C -0.207 -2.857 -0.265
C 1.731 0.918 -0.063
C 0.152 -1.729 0.118
C -1.847 1.060 -0.206
Si 0.165 0.096 0.564
H 3.768 1.490 -0.464
H -0.420 -3.880 -0.508
H -2.176 0.678 -1.245
H -2.552 0.698 0.543
H -1.561 2.159 -0.268
H 0.097 0.117 1.997
*
```

The calculation puts the HOMO-LUMO gap at 0.377 hartree.

(three)
DFT (ωB97M-V/def2-TZVPD) results for a single C5H6Si molecule.

Geometry as ORCA input:
```
! wB97M-V def2-TZVPD RIJCOSX def2/J DEFGRID3
* xyz 0 1
C 2.731 -1.073 0.680
C 1.602 -0.628 0.690
C 0.188 -0.325 0.725
C -0.543 0.930 0.216
Si -1.076 0.847 -1.514
C -1.040 -0.529 -0.180
H 3.767 -1.277 0.464
H -0.247 -0.369 1.799
H -1.036 1.404 1.147
H -0.216 0.569 -2.536
H -2.283 1.479 -1.760
H -1.847 -1.029 0.270
*
```

Its SMILES is C#C[C@H]1[C@H]2[SiH2][C@@H]12. The calculation puts the HOMO-LUMO gap at 0.376 hartree.

We find (two) to be the most stable, with the next structure 79.1 kJ/mol higher.

(one)
DFT (ωB97M-V/def2-TZVPD) results for a 14-piece molecular cluster, H28O14 overall.

Geometry as ORCA input:
```
! wB97M-V def2-TZVPD RIJCOSX def2/J DEFGRID3
* xyz 0 1
O -0.173 0.015 0.422
H 0.050 0.220 -0.486
H 0.327 -0.672 0.836
O 2.217 1.248 2.028
H 2.347 2.151 2.241
H 1.708 0.963 2.751
O 1.299 -1.937 -2.537
H 1.368 -2.724 -1.999
H 1.925 -1.303 -2.190
O -0.132 3.256 0.646
H -0.659 2.744 1.258
H 0.776 3.064 0.764
O 2.641 -0.745 -0.584
H 2.148 -0.963 0.196
H 3.367 -0.215 -0.269
O 0.446 0.293 4.013
H -0.179 0.412 3.290
H 0.330 -0.593 4.306
O -3.157 0.668 -0.307
H -3.063 1.517 -0.712
H -2.325 0.355 -0.084
O 1.160 -2.089 1.485
H 0.650 -2.431 2.289
H 0.934 -2.761 0.803
O -2.603 -1.978 1.524
H -2.346 -1.922 0.587
H -1.916 -2.434 1.938
O -0.874 -0.658 -3.506
H -0.079 -1.155 -3.282
H -1.372 -0.803 -2.697
O -1.587 1.615 2.340
H -2.530 1.419 2.212
H -1.220 0.970 1.707
O 0.148 1.483 -1.904
H -0.009 2.283 -2.406
H -0.088 0.877 -2.626
O 2.631 1.329 -2.800
H 3.137 1.935 -2.175
H 1.778 1.399 -2.426
O -2.070 -1.617 -1.330
H -2.789 -1.010 -1.241
H -2.220 -2.205 -2.076
*
```

The calculation puts the HOMO-LUMO gap at 0.367 hartree.

(two)
DFT (ωB97M-V/def2-TZVPD) results for a 14-piece molecular cluster, H28O14 overall.

Geometry as ORCA input:
```
! wB97M-V def2-TZVPD RIJCOSX def2/J DEFGRID3
* xyz 0 1
H 0.241 -0.284 0.022
H 1.132 0.967 -0.280
H 0.485 1.747 3.055
H -0.544 0.755 3.310
H -0.164 -4.785 -1.688
H 0.118 -4.406 -3.131
H -1.288 1.514 1.030
H -1.150 2.860 1.760
H -2.609 -3.520 -0.517
H -3.994 -3.355 -1.266
H -1.170 4.675 -0.880
H -2.682 4.496 -1.011
H 0.748 3.435 -0.656
H 1.555 4.078 -1.727
H -3.927 -0.847 -0.545
H -3.453 -0.256 -1.754
H 3.315 -2.535 1.876
H 2.070 -3.383 2.196
H -2.259 0.688 -2.961
H -1.098 1.104 -2.150
H 6.181 1.103 -1.894
H 5.191 0.095 -1.720
H -2.606 -0.769 1.920
H -2.636 -2.021 1.186
H 3.029 -0.206 2.394
H 2.207 0.625 3.280
H 2.646 -0.532 0.377
H 3.776 -1.626 0.101
O 0.323 0.482 -0.522
O -0.344 1.402 2.655
O 0.099 -4.069 -2.286
O -1.830 2.202 1.585
O -3.587 -3.649 -0.491
O -2.045 5.079 -0.733
O 1.565 3.907 -0.749
O -4.166 -0.154 -1.220
O 2.892 -3.349 1.650
O -1.736 0.393 -2.257
O 5.654 0.575 -2.481
O -2.864 -1.752 2.058
O 2.280 -0.256 2.979
O 3.372 -0.762 -0.228
*
```

The calculation puts the HOMO-LUMO gap at 0.331 hartree.

We find (one) to be the most stable, with the next structure 407.8 kJ/mol higher.